Molecular formula: C5H14OS
Method: DFT, ωB97M-V/def2-TZVPD

## Properties
Multiplicity ... 1
Total energy ... -672.2960 Ha
HOMO energy ... -8.4 eV
Energy relative to the best compared isomer or geometry (same formula, charge and spin) ... 62.3 kJ/mol
Largest force on an atom ... 3.38 eV/A
Net charge ... 0
Lowest unoccupied orbital energy ... 0.8 eV
SMILES string ... CCCCSC.O

XYZ file:
```
21
C5H14OS (ωB97M-V/def2-TZVPD)
C -0.21 -1.63 0.03
C 0.01 -0.22 -0.50
C -0.68 0.91 0.33
C 0.02 1.20 1.66
S 1.73 1.85 1.49
C 1.24 3.49 0.80
H -1.21 -1.86 0.35
H 0.47 -1.88 0.83
H 0.06 -2.28 -0.82
H 1.07 0.06 -0.51
H -0.31 -0.09 -1.52
H -1.08 1.68 -0.32
H -1.58 0.38 0.69
H 0.03 0.35 2.31
H -0.52 2.03 2.10
H 0.82 3.96 1.69
H 2.08 4.02 0.39
H 0.38 3.35 0.15
O -0.78 -5.03 -3.38
H -1.58 -5.07 -2.83
H 0.04 -5.23 -2.93
```

Molecular formula: C5H14P
Method: DFT, ωB97M-V/def2-TZVPD

## Properties
Multiplicity ... 1
Total energy ... -539.9649 Ha
HOMO energy ... -15.2 eV
Energy relative to the best compared isomer or geometry (same formula, charge and spin) ... 144.7 kJ/mol
Largest force on an atom ... 0.58 eV/A
Net charge ... +1
Lowest unoccupied orbital energy ... -3.4 eV

XYZ file:
```
20
C5H14P (ωB97M-V/def2-TZVPD)
C -0.31 1.45 1.24
C -1.05 0.58 0.19
C -0.80 1.08 -1.23
C -0.82 -0.94 0.38
C 0.32 -1.59 -0.43
P 1.97 -0.93 -0.10
H 0.59 1.90 0.84
H -0.97 2.26 1.53
H -0.07 0.88 2.14
H -2.10 0.72 0.39
H 0.12 0.72 -1.68
H -1.65 0.86 -1.86
H -0.72 2.17 -1.20
H -0.67 -1.16 1.43
H -1.72 -1.47 0.09
H 0.13 -1.53 -1.50
H 0.37 -2.65 -0.19
H 2.67 -0.71 -1.29
H 1.98 0.23 0.67
H 2.73 -1.87 0.60
```

Molecular formula: C5H14S
Method: DFT, ωB97M-V/def2-TZVPD

## Properties
Multiplicity ... 1
Total energy ... -597.0163 Ha
HOMO energy ... -8.4 eV
Energy relative to the best compared isomer or geometry (same formula, charge and spin) ... 160.1 kJ/mol
Largest force on an atom ... 5.26 eV/A
Net charge ... 0
Lowest unoccupied orbital energy ... 1.0 eV
SMILES string ... CCC.CSC

XYZ file:
```
20
C5H14S (ωB97M-V/def2-TZVPD)
C -1.62 1.87 0.85
C -2.76 1.25 0.02
C -2.68 1.71 -1.39
H -2.00 2.83 0.96
H -0.76 1.99 0.40
H -1.37 1.32 1.78
H -2.82 0.16 0.24
H -3.73 1.52 0.59
H -2.82 0.92 -2.15
H -3.52 2.39 -1.64
H -1.84 2.28 -1.72
C 1.15 -0.94 1.50
S 1.82 -1.83 0.07
C 2.40 -0.63 -1.11
H 0.15 -1.26 1.73
H 1.71 -1.21 2.34
H 1.25 0.19 1.27
H 1.76 0.20 -1.11
H 2.40 -1.16 -2.03
H 3.56 -0.37 -0.93
```

Molecular formula: C5H14S
Method: DFT, ωB97M-V/def2-TZVPD

## Properties
Multiplicity ... 1
Total energy ... -597.0604 Ha
HOMO energy ... -8.4 eV
Energy relative to the best compared isomer or geometry (same formula, charge and spin) ... 44.3 kJ/mol
Largest force on an atom ... 1.34 eV/A
Net charge ... 0
Lowest unoccupied orbital energy ... 1.0 eV
SMILES string ... CCC.CSC

XYZ file:
```
20
C5H14S (ωB97M-V/def2-TZVPD)
C -0.13 0.04 2.11
C 0.22 1.23 1.19
C 1.08 2.26 1.97
H 0.69 -0.66 2.30
H -0.94 -0.54 1.67
H -0.44 0.47 3.07
H 0.71 0.97 0.25
H -0.77 1.66 0.99
H 1.62 1.77 2.77
H 1.76 2.75 1.28
H 0.46 2.95 2.48
C 0.90 -1.58 -2.19
S -0.59 -2.60 -2.10
C -1.86 -1.31 -2.26
H 1.70 -2.20 -2.55
H 0.72 -0.73 -2.83
H 1.21 -1.28 -1.19
H -2.77 -1.76 -1.89
H -1.97 -1.07 -3.32
H -1.60 -0.37 -1.77
```

Molecular formula: C5H14S
Method: DFT, ωB97M-V/def2-TZVPD

## Properties
Multiplicity ... 1
Total energy ... -597.0051 Ha
HOMO energy ... -8.4 eV
Energy relative to the best compared isomer or geometry (same formula, charge and spin) ... 189.6 kJ/mol
Largest force on an atom ... 5.76 eV/A
Net charge ... 0
Lowest unoccupied orbital energy ... 0.9 eV
SMILES string ... CCC.CSC

XYZ file:
```
20
C5H14S (ωB97M-V/def2-TZVPD)
C -0.95 2.13 3.02
C -0.06 1.92 1.77
C -0.22 0.45 1.27
H -1.48 3.12 2.85
H -1.77 1.43 3.06
H -0.60 2.16 4.07
H 1.03 2.01 1.88
H -0.31 2.53 1.04
H -0.62 -0.34 2.07
H 0.84 0.04 1.09
H -0.70 0.36 0.35
C -0.54 -2.79 -2.38
S 0.66 -2.15 -3.59
C 1.65 -0.83 -2.66
H -0.64 -3.82 -2.44
H -0.43 -2.26 -1.40
H -1.53 -2.21 -2.58
H 1.42 -0.75 -1.59
H 1.50 0.10 -3.17
H 2.77 -1.09 -2.66
```

Molecular formula: C5H14Si
Method: DFT, ωB97M-V/def2-TZVPD

## Properties
Multiplicity ... 1
Total energy ... -488.2402 Ha
HOMO energy ... -8.2 eV
Energy relative to the best compared isomer or geometry (same formula, charge and spin) ... 353.8 kJ/mol
Largest force on an atom ... 4.43 eV/A
Net charge ... 0
Lowest unoccupied orbital energy ... 0.1 eV
SMILES string ... C=[SiH]C(C)(C)C.[H][H]

XYZ file:
```
20
C5H14Si (ωB97M-V/def2-TZVPD)
C -0.36 1.97 1.58
Si 0.70 0.61 1.15
C 0.40 -0.36 -0.51
C -1.01 0.12 -1.12
C 1.45 0.11 -1.54
C 0.53 -1.79 -0.24
H -0.19 2.19 2.62
H -1.28 2.11 1.14
H 2.09 0.76 1.49
H -1.16 -0.41 -2.06
H -1.94 -0.11 -0.53
H -1.03 1.16 -1.28
H 1.25 -0.71 -2.37
H 2.60 0.13 -1.37
H 1.11 1.12 -1.88
H 0.61 -2.49 -1.03
H 1.55 -2.05 0.18
H -0.38 -2.10 0.35
H -2.19 -0.17 2.48
H -2.73 -0.09 2.95
```

Molecular formula: C5H14Si2
Method: DFT, ωB97M-V/def2-TZVPD

## Properties
Multiplicity ... 1
Total energy ... -777.7853 Ha
HOMO energy ... -8.7 eV
Energy relative to the best compared isomer or geometry (same formula, charge and spin) ... 195.1 kJ/mol
Largest force on an atom ... 4.40 eV/A
Net charge ... 0
Lowest unoccupied orbital energy ... 0.9 eV
SMILES string ... CC(C)=C(C)[SiH2][SiH3]

XYZ file:
```
21
C5H14Si2 (ωB97M-V/def2-TZVPD)
C -1.76 -0.73 -0.43
C -1.12 0.48 0.05
C -1.99 1.72 -0.13
C 0.15 0.49 0.44
C 0.86 1.79 0.74
Si 1.29 -1.15 0.30
Si 1.62 -1.77 -1.85
H -1.40 -1.62 0.20
H -1.41 -0.91 -1.45
H -2.91 -0.79 -0.37
H -2.95 1.56 -0.46
H -1.44 2.33 -0.82
H -2.20 2.44 0.81
H 0.33 2.49 0.10
H 0.67 2.16 1.78
H 1.86 1.63 0.45
H 0.67 -2.40 1.16
H 2.42 -0.53 1.01
H 1.59 -0.45 -2.59
H 2.95 -2.35 -2.09
H 0.39 -2.48 -2.43
```

Molecular formula: C5H15CrMnN4O13S
Method: DFT, ωB97M-V/def2-TZVPD

## Properties
Multiplicity ... 10
Total energy ... -3989.6574 Ha
HOMO energy (alpha / beta) ... -12.2 / -12.8 eV
Energy relative to the best compared isomer or geometry (same formula, charge and spin) ... 218.3 kJ/mol
Largest force on an atom ... 6.11 eV/A
Net charge ... +1
Lowest unoccupied orbital energy (alpha / beta) ... -5.1 / -4.6 eV

XYZ file:
```
40
C5H15CrMnN4O13S (ωB97M-V/def2-TZVPD)
Mn -3.27 0.84 -1.94
Cr -0.71 -1.94 -2.99
C -0.81 -0.20 -0.40
O -1.47 -0.42 -1.59
H -0.81 0.87 -0.18
H -1.26 -0.78 0.40
H 0.21 -0.56 -0.35
S -3.67 -0.93 -3.84
O -2.50 -1.83 -3.89
O -4.68 -1.15 -4.90
O -4.21 -0.85 -2.48
O -3.18 0.44 -3.90
C -0.33 -3.06 2.76
N 0.38 -3.11 4.07
O 1.21 -2.24 4.34
O 0.20 -4.06 4.80
H 0.36 -3.32 1.96
H -0.55 -2.00 2.70
H -1.27 -3.61 2.89
C -2.46 4.69 0.66
N -1.89 3.60 -0.24
O -0.70 3.55 -0.27
O -2.58 2.91 -1.04
H -1.97 5.65 0.50
H -2.36 4.57 1.74
H -3.51 4.90 0.45
C 3.25 -2.80 -0.21
N 2.66 -2.81 -1.59
O 3.23 -3.34 -2.43
O 1.63 -2.25 -1.82
H 4.02 -3.57 -0.16
H 2.41 -2.96 0.46
H 3.76 -1.86 0.01
C 3.35 2.86 0.52
N 2.56 2.12 1.45
O 1.46 1.78 1.11
O 3.07 1.77 2.52
H 3.60 3.81 0.99
H 2.67 3.04 -0.31
H 4.17 2.22 0.19
```

Molecular formula: C5H15N
Method: DFT, ωB97M-V/def2-TZVPD

## Properties
Multiplicity ... 1
Total energy ... -254.2239 Ha
HOMO energy ... -8.9 eV
Energy relative to the best compared isomer or geometry (same formula, charge and spin) ... 47.7 kJ/mol
Largest force on an atom ... 1.03 eV/A
Net charge ... 0
Lowest unoccupied orbital energy ... 1.0 eV
SMILES string ... CCC.CNC

XYZ file:
```
21
C5H15N (ωB97M-V/def2-TZVPD)
C 2.28 0.63 -0.95
C 2.67 1.65 0.11
C 1.47 2.45 0.62
H 1.86 -0.28 -0.54
H 1.47 1.08 -1.55
H 3.08 0.37 -1.63
H 3.17 1.18 0.96
H 3.38 2.32 -0.37
H 0.62 1.79 0.80
H 1.14 3.17 -0.12
H 1.82 2.94 1.53
C -1.84 -0.39 0.26
N -2.11 -1.77 0.62
C -2.44 -2.59 -0.55
H -2.76 0.02 -0.16
H -1.01 -0.22 -0.44
H -1.65 0.15 1.19
H -1.29 -2.18 1.06
H -1.86 -2.31 -1.44
H -2.35 -3.64 -0.30
H -3.49 -2.43 -0.82
```

Molecular formula: C5H15N2
Method: DFT, ωB97M-V/def2-TZVPD

## Properties
Multiplicity ... 2
Total energy ... -308.8605 Ha
HOMO energy (alpha / beta) ... -3.5 / -8.9 eV
Energy relative to the best compared isomer or geometry (same formula, charge and spin) ... 211.9 kJ/mol
Largest force on an atom ... 2.67 eV/A
Net charge ... 0
Lowest unoccupied orbital energy (alpha / beta) ... 0.9 / 0.8 eV

XYZ file:
```
22
C5H15N2 (ωB97M-V/def2-TZVPD)
C 0.42 2.03 0.22
C -0.13 0.79 0.98
C -1.23 0.17 0.11
C -0.99 -0.67 -1.11
N -0.08 -1.82 -0.88
C -0.15 -2.49 0.41
N 1.87 1.79 -0.19
H 0.49 2.92 0.84
H -0.16 2.14 -0.66
H 0.68 0.08 1.09
H -0.56 1.07 1.94
H -2.01 0.92 -0.06
H -1.83 -0.45 0.79
H -0.51 -0.11 -1.91
H -1.91 -1.07 -1.47
H -0.18 -2.46 -1.65
H -1.14 -2.52 0.87
H 0.60 -2.08 1.07
H 0.15 -3.54 0.35
H 2.06 0.79 -0.34
H 2.50 2.10 0.61
H 2.11 2.40 -1.01
```